Entry 1:
38
Properties=species:S:1:pos:R:3 method="wB97M-V/def2-TZVPD" e_above_lowest_kcal_mol=16.0 smiles="CN1CCCN(C(=O)CSc2ccccc2)CC1" gap_ev=8.8 max_force_ev_per_a=0.59 homo_energy_ha=-0.29924 lumo_energy_ev=0.7
C 3.383 2.088 -0.037
N 2.025 1.603 0.051
C 1.512 1.008 -1.163
C 2.223 -0.274 -1.642
C 1.660 -1.560 -1.019
N 1.262 -1.389 0.361
C 0.114 -1.824 0.912
O -0.136 -1.665 2.096
C -0.891 -2.554 0.033
S -1.640 -1.515 -1.271
C -2.728 -0.398 -0.429
C -3.526 0.391 -1.252
C -4.408 1.295 -0.695
C -4.502 1.416 0.683
C -3.703 0.631 1.494
C -2.811 -0.278 0.949
C 2.152 -0.633 1.223
C 1.741 0.852 1.251
H 4.155 1.303 -0.023
H 3.568 2.753 0.806
H 3.494 2.660 -0.957
H 1.594 1.766 -1.947
H 0.449 0.801 -1.011
H 3.290 -0.184 -1.434
H 2.114 -0.359 -2.724
H 0.796 -1.871 -1.603
H 2.418 -2.354 -1.079
H -0.433 -3.387 -0.499
H -1.693 -2.930 0.668
H -3.445 0.285 -2.324
H -5.026 1.904 -1.339
H -5.193 2.122 1.119
H -3.766 0.722 2.569
H -2.193 -0.865 1.608
H 3.177 -0.757 0.874
H 2.064 -1.041 2.233
H 2.240 1.346 2.087
H 0.662 0.892 1.431

Entry 2:
49
Properties=species:S:1:pos:R:3 method="wB97M-V/def2-TZVPD" smiles="CCB(O)[C@@]1(COC(F)(F)F)[C@](C)(Br)[C@@](CC(=O)I)([PH2]=S)O[C@@]1(Br)C[C@H](C)Br" gap_ev=8.7 max_force_ev_per_a=1.12 homo_energy_ha=-0.32416 lumo_energy_ev=-0.1
C -2.389 2.712 -0.705
C -0.928 2.528 -1.224
B -0.069 1.529 -0.359
O 0.693 2.069 0.652
C -0.058 -0.090 -0.572
C -1.185 -0.420 -1.550
O -0.812 0.031 -2.865
C -1.720 -0.209 -3.825
F -1.973 -1.517 -3.991
F -2.909 0.377 -3.558
F -1.264 0.282 -4.963
C 1.351 -0.658 -0.936
C 2.163 0.267 -1.860
Br 1.201 -2.300 -2.030
C 2.031 -0.914 0.442
C 2.628 -2.298 0.811
C 3.457 -3.074 -0.191
O 4.416 -2.715 -0.785
I 2.860 -5.189 -0.353
P 3.271 0.377 1.067
S 5.156 -0.003 0.836
O 0.957 -0.732 1.413
C -0.305 -0.749 0.828
Br -0.932 -2.648 0.684
C -1.279 -0.014 1.751
C -1.922 -0.721 2.940
C -2.697 0.311 3.769
Br -0.594 -1.511 4.127
H -2.572 3.759 -0.458
H -3.118 2.444 -1.470
H -2.600 2.145 0.204
H -0.937 2.290 -2.285
H -0.436 3.504 -1.147
H 0.249 2.807 1.086
H -1.404 -1.486 -1.584
H -2.106 0.092 -1.251
H 3.115 -0.208 -2.097
H 1.616 0.410 -2.792
H 2.321 1.251 -1.414
H 3.303 -2.127 1.660
H 1.829 -2.938 1.182
H 2.878 0.383 2.412
H 2.914 1.612 0.542
H -2.115 0.323 1.127
H -0.780 0.870 2.154
H -2.622 -1.492 2.632
H -3.295 -0.209 4.521
H -3.380 0.880 3.133
H -2.005 0.969 4.295

Entry 3:
50
Properties=species:S:1:pos:R:3 method="wB97M-V/def2-TZVPD" smiles="C[C@@H](Br)C[C@]1(P(O)O)[C@H](CCC(F)=C(F)F)C(=O)O[C@H]1B(N)O.O=C1OCCO1" gap_ev=9.1 max_force_ev_per_a=1.17 homo_energy_ha=-0.33813 lumo_energy_ev=-0.1
C 4.660 -0.308 0.828
C 3.372 -0.604 0.068
Br 2.129 -1.516 1.248
C 2.755 0.694 -0.466
C 1.622 0.593 -1.496
P 1.620 2.176 -2.516
O 3.210 2.400 -2.878
O 1.326 3.253 -1.308
C 0.126 0.595 -1.015
C -0.252 1.056 0.385
C -1.593 1.799 0.461
C -2.802 0.968 0.192
F -3.532 0.619 1.285
C -3.228 0.512 -0.977
F -2.909 1.033 -2.146
F -4.015 -0.529 -1.111
C -0.336 -0.775 -1.454
O -1.025 -1.568 -0.904
O 0.271 -0.987 -2.669
C 1.658 -0.662 -2.398
B 2.567 -0.694 -3.700
N 2.015 -0.902 -5.043
O 3.924 -0.569 -3.520
H 5.194 -1.236 1.034
H 4.464 0.188 1.778
H 5.314 0.309 0.210
H 3.641 -1.259 -0.757
H 3.608 1.222 -0.902
H 2.441 1.266 0.410
H 3.602 3.133 -2.385
H 2.117 3.529 -0.824
H -0.366 1.263 -1.743
H -0.257 0.184 1.040
H 0.497 1.752 0.762
H -1.699 2.157 1.489
H -1.581 2.698 -0.160
H 2.009 -1.538 -1.833
H 1.317 -0.194 -5.260
H 1.485 -1.773 -5.054
H 4.379 -1.294 -3.969
O -5.511 -2.258 7.044
C -5.185 -2.010 5.931
O -4.944 -2.937 4.972
C -4.803 -2.263 3.717
C -4.392 -0.869 4.148
O -4.998 -0.761 5.440
H -4.061 -2.760 3.099
H -5.764 -2.273 3.201
H -3.311 -0.769 4.257
H -4.758 -0.090 3.487

Entry 4:
47
Properties=species:S:1:pos:R:3 method="wB97M-V/def2-TZVPD" gap_ev=6.6 charge=+1 max_force_ev_per_a=0.76 homo_energy_ha=-0.41301 lumo_energy_ev=-4.6
W -0.803 -0.568 0.091
Br -1.908 -1.824 2.107
C -2.606 -0.261 1.215
Br -2.299 -1.882 -1.520
H -2.676 0.541 1.940
H -3.550 -0.532 0.754
C 2.954 -2.092 -1.322
O 2.230 -3.273 -0.900
C 1.062 -3.142 -0.338
O 0.651 -2.028 0.078
N 0.393 -4.286 -0.267
N -0.774 -4.408 0.473
H 3.917 -2.466 -1.647
H 3.066 -1.406 -0.489
H 2.432 -1.617 -2.149
H 0.793 -5.070 -0.767
H -0.721 -5.235 1.054
H -1.581 -4.442 -0.140
F 1.025 2.656 -3.831
C -0.256 2.449 -4.174
F -0.297 1.343 -4.930
F -0.644 3.479 -4.934
C -1.131 2.311 -2.956
C -2.223 3.120 -2.757
C -3.017 2.955 -1.618
C -2.690 1.974 -0.723
N -1.620 1.175 -0.905
C -0.840 1.325 -2.001
S 0.419 0.168 -1.989
H -2.464 3.882 -3.486
H -3.875 3.585 -1.445
H -3.279 1.809 0.167
C 0.418 1.080 3.528
C 1.205 0.675 2.268
C 1.877 -0.675 2.507
C 2.271 1.734 1.965
C 0.170 0.694 1.159
H 1.119 1.254 4.347
H -0.274 0.295 3.836
H -0.143 2.003 3.370
H 1.152 -1.477 2.651
H 2.488 -0.620 3.409
H 2.536 -0.940 1.680
H 3.028 1.739 2.751
H 1.831 2.731 1.914
H 2.770 1.530 1.016
H -0.135 1.736 1.005

Entry 5:
44
Properties=species:S:1:pos:R:3 method="wB97M-V/def2-TZVPD" spin_multiplicity=5 e_above_lowest_kcal_mol=0.0 s_squared=6.013 gap_ev="7.2 / 7.4" charge=+1 max_force_ev_per_a=0.20 homo_energy_ha="-0.38039 / -0.45844" lumo_energy_ev="-3.1 / -5.1"
Pt -0.951 0.724 -1.524
Br -1.197 4.145 -1.782
C -0.887 3.485 -0.052
C -0.815 4.335 1.037
C -0.578 3.777 2.284
C -0.422 2.404 2.410
C -0.517 1.626 1.275
N -0.743 2.172 0.071
C -0.381 0.113 1.318
O -0.001 -0.413 2.343
O -0.676 -0.510 0.222
H -0.942 5.399 0.905
H -0.519 4.417 3.154
H -0.237 1.918 3.358
C -4.044 -0.291 -0.106
O -3.632 0.824 -0.933
C -2.994 0.515 -2.072
C -3.566 0.863 -3.397
H -4.567 0.142 0.741
H -3.167 -0.846 0.225
H -4.709 -0.936 -0.678
H -4.560 0.418 -3.503
H -2.930 0.491 -4.199
H -3.669 1.948 -3.510
C 0.826 -3.617 0.654
C 1.873 -3.275 -0.393
N 1.461 -2.150 -1.243
C 1.740 -0.868 -1.180
S 1.106 0.157 -2.482
N 2.484 -0.258 -0.268
C 2.996 -0.718 1.033
C 4.468 -1.086 0.982
H 1.168 -4.464 1.248
H -0.115 -3.896 0.179
H 0.623 -2.774 1.314
H 2.036 -4.113 -1.070
H 2.836 -3.044 0.051
H 0.789 -2.375 -1.962
H 2.675 0.706 -0.499
H 2.367 -1.524 1.394
H 2.836 0.109 1.726
H 4.656 -1.914 0.298
H 4.809 -1.377 1.975
H 5.071 -0.239 0.654

Entry 6:
51
Properties=species:S:1:pos:R:3 method="wB97M-V/def2-TZVPD" gap_ev=9.0 charge=+1 max_force_ev_per_a=0.57 homo_energy_ha=-0.44109 lumo_energy_ev=-3.0
Ca 0.139 0.252 -0.986
O 0.745 5.151 1.960
C 1.878 5.064 1.274
O 2.691 5.945 1.244
C 2.067 3.852 0.417
C 3.059 3.805 -0.545
N 2.966 2.614 -1.144
N 1.979 1.857 -0.640
C 1.431 2.609 0.322
C 0.237 2.089 1.096
O -0.566 2.896 1.557
O 0.135 0.814 1.131
H 0.191 4.349 1.833
H 3.805 4.534 -0.810
H 3.529 2.261 -1.900
C -4.568 2.153 1.378
C -3.849 2.546 0.148
N -3.975 3.677 -0.465
N -3.099 3.602 -1.509
C -2.421 2.462 -1.558
S -1.225 2.022 -2.689
N -2.924 1.757 -0.505
N -2.470 0.491 -0.136
H -5.187 2.991 1.687
H -3.866 1.922 2.181
H -5.210 1.287 1.213
H -2.992 4.378 -2.142
H -2.080 0.563 0.808
H -3.255 -0.153 -0.137
C 1.253 -2.953 -1.707
N 1.536 -4.311 -1.304
C 2.538 -4.282 -0.233
N 2.066 -3.518 0.922
C 1.778 -2.163 0.512
N 0.746 -2.121 -0.577
C -0.472 -2.797 -0.041
N -0.207 -4.157 0.374
C 0.306 -4.908 -0.775
C 0.830 -4.131 1.413
H 0.498 -2.957 -2.499
H 2.166 -2.488 -2.090
H 3.456 -3.832 -0.614
H 2.753 -5.303 0.079
H 2.687 -1.689 0.133
H 1.406 -1.581 1.358
H -1.235 -2.800 -0.827
H -0.835 -2.219 0.814
H -0.451 -4.929 -1.561
H 0.512 -5.931 -0.463
H 1.038 -5.153 1.728
H 0.465 -3.567 2.273